[1]
C3H2O4 as an isolated structure, computed with the ωB97M-V functional and the def2-TZVPD basis.

Last column: Mulliken charge in e.
Geometry (Å):
H  -1.373  0.907  -1.117  0.38
C  -0.963  0.414  -0.237  0.37
O  2.207  0.889  0.785  -0.43
O  0.888  -0.994  0.604  -0.20
C  -0.054  -0.759  -0.446  -0.28
O  -0.253  1.090  0.775  -0.38
C  1.179  0.322  0.547  0.60
H  0.033  -1.329  -1.362  0.41
O  -1.665  -0.539  0.452  -0.47

***

[2]
C16H18N2O8PtSe2 as an isolated structure, computed with the ωB97M-V functional and the def2-TZVPD basis.

Last column: Mulliken charge in e.
Geometry (Å):
Se  -0.396  2.358  -1.313  -0.16
H  -0.934  4.968  -0.484  0.44
H  1.429  4.305  1.858  0.65
C  0.518  -3.352  -1.749  -0.46
H  -0.755  -2.468  4.093  0.26
C  2.050  -1.200  -1.099  0.48
O  4.059  0.024  -1.259  -0.72
H  2.008  3.015  -1.581  0.46
H  2.336  -4.323  -2.340  0.44
H  -0.128  -4.172  -2.016  0.52
C  1.296  3.704  0.960  -1.46
C  -1.806  -0.088  2.512  0.57
N  0.730  -1.151  -0.860  0.00
O  -2.111  -1.241  -0.449  -0.49
H  3.727  -2.285  -1.787  0.52
C  -1.517  -2.108  -1.024  0.09
C  -0.457  -1.856  2.083  0.26
H  3.361  4.712  -0.457  0.42
O  -2.255  1.040  2.445  -0.68
H  -0.467  5.796  1.583  0.37
O  0.368  -2.541  1.513  -0.58
H  2.479  5.927  -1.392  0.41
C  2.659  -2.325  -1.632  -0.49
H  2.121  2.998  0.873  0.50
C  2.504  5.389  -0.435  -1.12
H  -1.785  -3.309  2.943  0.30
O  -2.143  -3.140  -1.622  -0.48
C  -2.386  -1.214  3.348  -0.60
H  0.918  4.147  -2.424  0.56
C  -0.030  -2.202  -1.210  0.51
H  -2.561  -0.871  4.366  0.33
N  -0.705  -0.526  1.832  -0.13
C  1.209  4.569  -0.300  1.60
H  -3.090  -3.007  -1.463  0.38
H  -3.355  -1.466  2.916  0.25
H  1.886  6.718  0.846  0.43
C  1.888  -3.425  -1.937  -0.56
O  2.332  1.010  -0.240  -0.68
O  2.719  6.269  0.646  -0.56
Pt  0.285  0.515  0.374  0.93
C  2.913  0.045  -0.851  0.27
C  1.105  3.612  -1.490  -1.26
H  0.124  6.215  -1.137  0.43
C  -0.004  5.515  -0.309  -1.07
O  -0.110  6.323  0.861  -0.59
Se  -0.330  2.626  1.162  0.12
C  -1.369  -2.337  3.200  -0.42

***

[3]
C30H32AsMoN3O9S as an isolated structure, computed with the ωB97M-V functional and the def2-TZVPD basis.

Summary:
charge	+2

Last column: Mulliken charge in e.
Geometry (Å):
H  6.274  -2.008  -4.880  0.43
H  0.421  -0.672  4.599  0.46
C  -3.672  2.881  -3.889  -0.76
H  4.944  -0.015  -4.258  0.55
C  1.628  1.732  3.614  0.12
C  -5.178  -2.805  -2.409  -0.78
H  -1.511  -2.061  -3.837  0.47
H  -3.406  4.790  -2.955  0.47
H  -2.792  0.090  1.095  0.43
C  4.689  -0.988  -3.863  -0.56
H  3.300  1.716  6.735  0.28
C  -4.403  -1.364  -0.627  -0.53
H  2.448  3.881  4.736  0.38
H  -0.622  1.345  4.886  0.53
C  -4.063  -2.478  -3.156  -0.66
C  5.435  -2.111  -4.207  -0.73
C  -3.272  -1.038  -1.365  0.63
C  -0.255  -1.497  2.737  -1.52
C  -2.645  0.657  0.177  -1.77
O  1.358  -4.302  -1.682  -0.58
H  -1.828  1.357  0.306  0.44
C  -0.311  -1.311  1.376  -0.37
H  -0.537  -0.113  -4.178  0.94
C  -1.468  -0.109  -3.619  -1.08
H  1.669  3.584  6.290  0.42
H  -0.747  -2.053  0.722  0.57
H  -3.654  0.896  -4.706  0.48
C  3.270  -2.353  -2.455  0.03
H  5.673  -4.222  -3.945  0.43
C  -1.468  2.096  -2.400  0.56
C  4.023  -3.461  -2.810  -0.75
H  -5.913  -3.491  -2.804  0.45
H  1.235  1.573  1.071  0.58
C  0.266  1.060  6.844  -1.15
C  0.333  -0.519  3.532  0.37
H  -0.693  0.887  7.333  0.39
C  3.617  -1.105  -2.994  0.42
H  1.246  -4.923  -0.948  0.35
O  -2.272  -0.219  -0.909  1.31
C  5.101  -3.343  -3.685  -0.72
N  0.209  -0.220  0.792  1.13
N  1.312  2.134  4.857  0.16
C  -3.040  3.777  -3.042  -0.61
C  3.505  2.479  5.984  -1.08
H  3.775  -4.434  -2.409  0.50
O  3.530  1.504  -3.113  -0.60
S  2.746  0.402  -2.713  1.52
O  -0.417  1.682  -1.623  -0.53
C  2.221  3.115  5.476  -0.75
C  -5.345  -2.236  -1.155  -0.88
H  4.141  3.240  6.435  0.40
H  -4.560  -0.950  0.356  0.50
C  0.769  0.723  1.558  -0.53
Mo  0.415  0.075  -1.314  1.18
C  0.064  1.853  5.562  -0.77
H  -6.220  -2.476  -0.567  0.47
O  2.371  0.395  -1.210  -0.47
H  4.054  2.026  5.160  0.31
C  -3.187  1.587  -4.015  -0.86
H  -4.532  3.188  -4.467  0.46
H  0.740  0.095  6.656  0.33
C  -3.139  -1.577  -2.645  -0.10
As  1.932  -2.762  -1.135  1.09
O  2.562  2.190  2.971  -0.66
H  -0.642  -2.410  3.167  0.51
C  -1.938  3.388  -2.290  -0.57
N  -1.987  -1.263  -3.422  0.29
H  0.900  1.606  7.542  0.36
H  -3.552  1.197  -0.091  0.56
O  2.199  -2.651  0.444  -0.69
C  0.834  0.632  2.937  -0.39
H  -0.402  2.814  5.796  0.40
O  0.515  -1.751  -1.609  -0.46
O  1.374  0.276  -3.303  -0.53
H  -1.448  4.073  -1.611  0.55
C  -2.066  1.192  -3.288  0.71
H  -3.919  -2.898  -4.143  0.52

***

[4]
C5H9O6 as an isolated structure, computed with the ωB97M-V functional and the def2-TZVPD basis.

Summary:
2S+1	2

Last column: Mulliken charge in e.
Geometry (Å):
H  -2.351  -1.255  0.034  0.45
C  0.574  1.797  0.743  0.06
H  0.081  1.051  -2.147  0.34
C  -0.619  0.048  -0.393  1.29
O  -1.511  0.955  0.042  -0.38
C  0.768  0.330  0.459  -0.18
C  -0.393  0.051  -1.926  -1.31
O  1.901  0.115  -0.207  -0.31
H  -1.158  -1.153  1.346  0.37
H  -0.985  -3.183  0.037  0.30
O  2.454  -1.286  0.183  -0.36
H  -1.428  -0.060  -2.361  0.38
H  0.700  -0.227  1.359  0.56
H  0.316  -0.802  -2.201  0.24
O  -0.536  -2.346  -0.213  -0.51
C  -1.277  -1.255  0.270  -0.90
H  1.913  -1.857  -0.391  0.35
H  -0.420  1.700  1.663  0.39
O  -1.227  1.084  1.558  -0.42
O  1.057  2.601  0.027  -0.37

***

The evaluated energy for the records listed, in turn: -416.30460 -6254.17961 -4705.49879 -646.99398 hartree.
The evaluated energy relative to the best compared isomer or geometry (same formula, charge and spin) for the records listed, in turn: 113.1 0.0 1.2 56.5 kcal/mol.